The following is a quantum chemistry calculation of an isolated molecule of C24H31N3O7, from the Open Molecules 2025 dataset.

## Properties
LUMO level = 0.0002 Ha
E_HOMO = -0.3148 Ha
E = -44195.619 eV
Frontier orbital gap = 0.315 Eh

Structure (XYZ):
```
65
Properties=species:S:1:pos:R:3:forces:R:3:nbo_charge:R:1
O 4.1905 1.1106 0.1454 0.174 0.218 0.080 -0.5335
O -6.4894 -2.5161 -0.0772 0.164 0.229 0.128 -0.5302
O -3.8692 3.6522 0.6454 0.071 0.319 0.174 -0.6197
O -8.1072 -0.9894 -0.4984 -0.380 -0.088 -0.242 -0.6606
O 2.1890 -0.3532 -3.1107 -0.089 0.001 0.014 -0.5271
O 7.4943 -3.1355 1.1723 0.076 -0.380 -0.012 -0.6302
O -1.3137 1.4891 0.0129 -0.076 0.027 -0.182 -0.5171
N -4.1874 1.5112 0.0380 -0.244 -0.133 -0.265 -0.4291
N 6.7788 -1.0208 0.9328 -0.323 0.107 0.086 -0.4459
N -6.1955 -0.3781 0.5454 0.095 -0.030 0.114 -0.4541
C 4.2546 0.4576 -2.1976 -0.082 -0.040 0.113 -0.5295
C -7.3367 -3.5395 -0.5991 -0.435 -0.262 -0.180 -0.0673
C -5.5497 1.7785 -0.3855 -0.340 0.241 0.166 -0.2377
C 6.3267 0.6637 -0.7723 -0.292 0.044 0.369 -0.4158
C -3.4477 2.5162 0.5415 0.498 -0.051 0.017 0.6633
C 9.1808 -1.4771 0.8324 -0.035 -0.263 0.038 -0.7133
C -4.8344 -0.6525 0.9402 0.332 -0.165 -0.197 -0.2248
C 6.9357 0.3738 0.6036 0.130 0.264 -0.272 -0.2151
C 7.7540 -1.9627 0.9856 0.309 0.145 0.068 0.6868
C 2.7593 0.1992 -2.1999 0.536 -0.003 -0.200 0.5808
C -2.0220 2.1964 1.0081 -0.023 0.263 0.232 -0.1605
C 2.8410 1.1903 0.0830 -0.549 -0.027 -0.019 0.3931
C 5.3905 -1.4256 0.9964 -0.264 -0.368 -0.051 -0.2273
C -6.5278 1.0303 0.5234 -0.163 0.202 -0.284 -0.2287
C 0.0470 1.4225 0.1003 0.318 -0.155 -0.164 0.3379
C -7.0197 -1.2723 -0.0554 0.110 -0.069 0.155 0.8955
C 2.0855 0.7375 -1.0081 -0.236 0.135 0.403 -0.2620
C 0.8035 1.8737 1.1813 -0.201 -0.023 -0.072 -0.2740
C 4.8464 0.2594 -0.8000 0.372 -0.397 -0.605 0.2951
C -8.3364 -4.0271 0.4392 0.303 0.257 -0.147 -0.6361
C -3.8623 0.1044 0.0210 0.040 -0.413 0.377 -0.2275
C 0.6993 0.8488 -0.9824 -0.063 0.133 0.242 -0.1927
C 4.7110 -1.2076 -0.3559 0.028 0.318 0.323 -0.4540
C 2.1803 1.7548 1.1688 0.223 -0.083 -0.152 -0.2557
H 2.7645 2.1027 2.0060 0.069 0.023 0.107 0.2251
H -8.9176 -4.8471 0.0275 -0.084 -0.111 -0.020 0.2159
H -3.9759 -0.2661 -1.0040 0.063 -0.031 0.052 0.2004
H 9.3354 -1.0255 -0.1448 0.055 0.114 -0.055 0.2215
H -1.5521 3.1654 1.2122 -0.128 -0.155 -0.035 0.2136
H -2.0658 1.6196 1.9454 0.050 0.055 -0.078 0.1857
H -7.8646 -3.1511 -1.4759 0.151 -0.109 0.091 0.2003
H 6.4019 0.9685 1.3533 0.150 0.006 -0.018 0.2059
H 4.8836 -0.8328 1.7652 0.019 -0.070 -0.016 0.1957
H -7.8179 -4.3700 1.3315 0.016 -0.078 0.076 0.2076
H -5.7168 2.8545 -0.3287 -0.001 -0.152 -0.065 0.2539
H 9.8364 -2.3381 0.9294 -0.047 0.002 -0.005 0.2457
H -7.5499 1.1317 0.1575 0.118 0.040 0.095 0.2517
H 4.4030 1.4960 -2.5117 0.022 0.031 0.000 0.2371
H 5.3634 -2.4805 1.2726 -0.046 0.189 0.020 0.2549
H -2.8352 -0.0624 0.3330 -0.062 0.000 -0.038 0.2331
H 0.3315 2.3138 2.0451 -0.065 0.046 0.073 0.2248
H 6.8598 0.1009 -1.5394 0.016 -0.018 -0.047 0.2126
H 0.1325 0.4988 -1.8305 -0.065 -0.040 -0.117 0.2434
H -6.4617 1.4265 1.5422 -0.009 0.024 -0.050 0.1956
H 5.1781 -1.8483 -1.1049 -0.018 -0.032 -0.057 0.2225
H 3.6559 -1.4776 -0.2835 -0.038 -0.058 -0.044 0.2233
H -6.6550 -4.3387 -0.8979 -0.077 0.114 -0.001 0.1864
H 7.9845 0.6614 0.6149 -0.058 -0.004 0.065 0.2177
H 9.4294 -0.7559 1.6074 0.047 0.120 0.000 0.2256
H -4.6995 -0.3120 1.9740 0.066 -0.045 -0.045 0.1897
H 6.4143 1.7287 -0.9904 -0.034 0.039 -0.090 0.2201
H -5.6727 1.4396 -1.4190 -0.015 0.006 0.027 0.1977
H -4.6518 -1.7242 0.8867 0.031 0.124 0.072 0.2414
H 4.7431 -0.1932 -2.9225 -0.031 0.005 0.025 0.2424
H -9.0101 -3.2176 0.7087 -0.078 0.012 0.023 0.2257
```
Positions in Å, forces in eV/Å.

---

The following is a quantum chemistry calculation of an isolated molecule of C24H31NO5, from the Open Molecules 2025 dataset.

## Properties
LUMO level = 0.0282 Ha
E_HOMO = -0.2951 Ha
ΔE to the lowest compared entry with this formula, charge and spin = 0.07 kcal per mole
E = -37118.948 eV
Frontier orbital gap = 0.323 Eh

Structure (XYZ):
```
61
Properties=species:S:1:pos:R:3:forces:R:3:nbo_charge:R:1
O -2.6404 -1.9995 -5.9003 0.025 -0.020 -0.038 -0.6651
O -0.7520 -3.8803 -5.8089 -0.442 0.448 0.297 -0.5345
O 4.6230 2.0038 0.8024 -0.279 -0.213 0.127 -0.5106
O -1.7479 1.5495 3.0986 -0.034 0.081 0.135 -0.6227
O -0.7270 2.1847 1.2116 0.221 -0.077 -0.191 -0.5198
N -1.9272 -1.5000 -0.0308 -0.157 0.000 -0.029 -0.4497
C -1.3590 -1.1530 2.3122 -0.248 0.247 -0.056 -0.3864
C 0.1093 -0.2637 0.5115 -0.221 0.226 -0.120 -0.4040
C -1.3687 -3.3184 -2.2020 -0.097 0.068 0.051 -0.2221
C -1.0263 1.3025 2.1654 -0.100 -0.165 -0.023 0.8328
C -1.0728 -0.4020 -0.4428 0.308 -0.040 -0.063 -0.2195
C -1.2246 -3.4260 -4.5940 -0.081 0.083 -0.220 0.2719
C -2.4801 -1.2317 1.2810 0.086 -0.195 0.231 -0.2184
C -2.9513 -1.7807 -1.0213 -0.008 -0.046 0.105 -0.2196
C 1.7743 1.0478 2.8234 0.233 -0.038 0.093 0.0066
C 5.5369 3.0577 0.6278 0.148 0.183 -0.022 -0.2527
C -0.3532 -0.0505 1.9539 0.104 -0.248 0.119 -0.1545
C 2.7975 1.0413 1.8921 0.152 0.136 -0.047 -0.2936
C -0.5475 4.4274 2.1709 -0.098 -0.352 -0.180 -0.6324
C 2.4777 3.2353 3.5262 -0.069 -0.084 0.050 -0.1852
C 3.6585 2.1302 1.7593 -0.088 -0.112 -0.012 0.3901
C 1.6246 2.1570 3.6501 0.016 0.067 0.096 -0.2497
C -2.3476 -2.3409 -2.2809 0.030 -0.072 -0.103 -0.0281
C 0.8355 -0.1177 2.9460 -0.146 0.120 -0.096 -0.3955
C -0.8055 -3.8572 -3.3479 0.054 -0.073 -0.208 -0.2947
C -1.3382 3.4725 1.2904 -0.301 0.493 0.188 -0.0736
C -2.2174 -2.4374 -4.6842 0.206 -0.229 0.022 0.2520
C 0.2419 -4.8724 -5.7994 0.209 -0.209 -0.045 -0.2481
C -2.7645 -1.9033 -3.5307 0.092 -0.114 -0.184 -0.2543
C 3.4929 3.2367 2.5829 0.257 0.108 -0.185 -0.3354
H -0.9904 5.4183 2.1200 -0.048 0.128 -0.008 0.2138
H 1.1511 -4.5231 -5.2998 -0.043 -0.020 -0.008 0.1774
H 2.9604 0.1889 1.2514 0.013 -0.140 -0.095 0.2208
H -3.6281 -2.5290 -0.5939 -0.025 0.120 0.007 0.2069
H -2.3557 3.3567 1.6794 0.140 0.016 -0.155 0.1977
H -0.8384 -2.1110 2.3414 0.059 -0.038 0.011 0.2092
H -1.6359 0.5480 -0.4822 -0.009 -0.065 -0.055 0.1661
H 0.7402 0.5635 0.1893 0.056 -0.066 -0.018 0.2336
H -3.5512 -0.8840 -1.2602 -0.005 -0.058 0.016 0.1679
H -3.1574 -2.0480 1.5468 -0.030 0.084 -0.019 0.2038
H -0.1114 -5.7880 -5.3145 0.020 0.044 -0.008 0.1776
H -0.7042 -0.6170 -1.4487 -0.012 0.095 0.045 0.2155
H 0.8390 2.1687 4.3909 -0.104 -0.009 0.083 0.2189
H -1.0382 -3.6507 -1.2311 0.064 -0.035 0.118 0.2250
H 0.4860 4.4766 1.8372 0.084 0.057 -0.014 0.2165
H 6.2074 2.7381 -0.1686 -0.022 0.069 0.061 0.1999
H -1.3724 3.8298 0.2584 -0.025 -0.078 0.119 0.1884
H 0.4258 -0.1431 3.9579 0.017 -0.059 0.002 0.2240
H -0.5663 4.0834 3.2011 0.011 0.023 0.088 0.2206
H 1.3732 -1.0506 2.7661 -0.057 -0.052 0.015 0.2188
H -1.7872 -0.9508 3.2949 0.070 -0.025 0.027 0.2301
H 6.1186 3.2416 1.5371 -0.034 0.004 -0.034 0.1754
H -2.1469 -2.4851 -6.5753 -0.014 0.018 0.032 0.4935
H 0.6892 -1.1875 0.4710 0.072 -0.038 0.012 0.2087
H -3.0602 -0.2898 1.2960 -0.045 -0.057 -0.015 0.1639
H 4.1433 4.0938 2.5081 0.084 0.048 -0.034 0.2166
H 5.0338 3.9823 0.3256 0.019 -0.033 0.028 0.1745
H -3.5227 -1.1425 -3.6311 -0.106 0.134 -0.006 0.2209
H 2.3586 4.0936 4.1714 -0.014 0.069 0.049 0.2135
H 0.4624 -5.0803 -6.8456 0.033 -0.033 0.098 0.1993
H -0.0429 -4.6144 -3.2555 0.076 -0.079 -0.033 0.2179
```
Positions in Å, forces in eV/Å.

---

The following is a quantum chemistry calculation of an isolated molecule of C24H31NO5, from the Open Molecules 2025 dataset.

## Properties
LUMO level = 0.0253 Ha
E_HOMO = -0.2862 Ha
ΔE to the lowest compared entry with this formula, charge and spin = 25.46 kcal per mole
E = -37117.846 eV
Frontier orbital gap = 0.311 Eh

Structure (XYZ):
```
61
Properties=species:S:1:pos:R:3:forces:R:3:nbo_charge:R:1
O -0.5809 1.3627 -0.6044 -0.253 -0.097 -0.301 -0.5447
O 0.0312 1.2422 -3.3905 -0.273 0.088 0.402 -0.5114
O -2.4296 -4.3538 -1.1814 0.311 0.269 -0.174 -0.4807
O -0.8239 -3.3594 -2.9613 -0.167 -0.065 0.352 -0.4823
O 3.2884 0.5228 1.5007 0.283 0.073 -0.104 -0.6497
N 1.0905 0.2088 1.6623 -0.186 -0.184 -0.342 -0.4494
C -0.7615 -1.2250 2.2730 0.066 0.210 0.022 -0.4146
C -1.6033 -2.8261 0.5296 -0.096 -0.199 -0.206 -0.2800
C -0.7407 -2.8089 -1.7167 -0.025 -0.062 -0.044 0.2694
C -0.2336 0.2077 2.2374 -0.375 -0.196 0.466 -0.2195
C -0.0401 -2.7980 -3.9831 0.116 0.052 -0.132 -0.2497
C -3.3193 -4.9313 -0.2611 -0.133 -0.076 0.157 -0.2491
C -2.7079 4.0015 -1.8839 -0.025 0.058 -0.052 -0.2280
C 0.3479 1.2398 -4.7614 0.035 0.007 -0.206 -0.2517
C 1.7939 2.2761 3.9579 -0.005 -0.151 -0.087 -0.5972
C 0.1230 -1.7948 -1.3543 -0.135 -0.179 -0.125 -0.2999
C -1.6195 -3.3458 -0.7496 -0.024 -0.068 -0.083 0.2664
C -1.5093 3.0863 -3.7435 0.111 -0.089 -0.097 -0.2783
C -2.4277 3.9893 -3.2353 -0.066 0.048 0.022 -0.2162
C -0.8525 2.1815 -2.9192 0.125 -0.132 0.055 0.2223
C 0.1293 -1.2733 -0.0610 -0.168 -0.203 0.289 0.0517
C 3.9218 1.0110 3.9926 -0.139 0.005 -0.201 -0.5865
C -0.7423 -1.7881 0.8812 0.222 0.122 -0.130 -0.0492
C -2.0460 3.1213 -1.0487 0.175 -0.162 -0.063 -0.2447
C 2.4189 0.8998 3.6966 0.218 0.090 0.139 -0.1438
C 2.2901 0.5285 2.2056 0.145 0.090 0.306 0.7052
C -1.1130 2.2127 -1.5349 -0.053 0.159 0.074 0.3279
C 0.8085 1.0741 -0.6342 0.680 -0.130 0.035 -0.0774
C 1.8510 -0.1807 4.6264 -0.036 0.104 -0.123 -0.6019
C 1.0912 -0.1551 0.2524 0.187 0.375 -0.471 -0.0990
H -0.2372 0.6455 3.2295 0.033 0.021 -0.090 0.2100
H 0.7707 -0.1434 4.7218 -0.121 -0.057 0.010 0.2022
H 2.2869 3.0248 3.3413 0.036 0.113 -0.038 0.2175
H 0.7308 2.3100 3.7386 -0.115 0.038 0.006 0.2033
H -2.7894 -5.3862 0.5829 -0.020 0.033 -0.024 0.1736
H -1.3195 3.0845 -4.8049 0.055 -0.043 -0.083 0.2174
H 1.0946 0.4564 -4.8887 -0.050 0.059 -0.038 0.1982
H -0.5269 1.0076 -5.3772 0.031 0.029 0.016 0.1792
H 2.2702 -0.0506 5.6228 0.021 0.011 0.076 0.2147
H -2.9235 4.6743 -3.9059 -0.043 0.054 -0.060 0.2134
H -0.8791 0.8052 1.5854 0.023 -0.003 0.213 0.2232
H -0.3148 -3.3321 -4.8918 0.057 0.062 0.035 0.1990
H -3.4273 4.6950 -1.4772 -0.065 0.062 0.042 0.2146
H -2.2701 -3.2125 1.2847 -0.113 -0.084 0.044 0.2138
H 2.1155 -0.4744 0.0221 -0.291 0.094 0.007 0.2613
H -2.2411 3.1146 0.0126 0.018 -0.026 0.123 0.2192
H 2.1344 -1.1684 4.2688 0.011 -0.143 0.025 0.2161
H 4.3914 1.7165 3.3134 0.074 0.019 -0.006 0.2271
H -1.7762 -1.2417 2.6752 -0.022 -0.006 0.017 0.2120
H 1.0303 -2.9361 -3.7940 -0.035 0.028 0.000 0.1727
H 0.8091 -1.3845 -2.0764 0.067 0.042 -0.181 0.2168
H -0.1289 -1.8332 2.9270 -0.038 0.052 0.092 0.2115
H 1.3716 1.9333 -0.2436 -0.052 -0.114 -0.054 0.1864
H -0.2519 -1.7312 -4.1085 0.013 0.001 0.014 0.1745
H 4.0785 1.3457 5.0156 -0.067 0.014 0.144 0.1968
H 1.9347 2.5473 5.0028 0.010 0.035 0.091 0.2114
H -4.0417 -4.1998 0.1170 0.040 -0.023 -0.002 0.1734
H 1.1435 0.8710 -1.6513 -0.049 0.030 0.154 0.2050
H 0.7753 2.1963 -5.0782 -0.032 -0.035 0.003 0.1813
H 4.4052 0.0471 3.8570 0.103 -0.062 0.003 0.2166
H -3.8494 -5.7069 -0.8119 0.008 0.041 0.080 0.1998
```
Positions in Å, forces in eV/Å.

---

Q: What is the E in the second record?
A: -37118.948 eV